No. 1
Entry from OMol25: a single C4H6ClF molecule at a distorted geometry (wB97M-V/def2-TZVPD).

Positions of all 12 atoms, in Å:
1 C 0.445 1.402 0.449
2 C -0.185 -0.030 0.198
3 C 0.489 -1.167 0.810
4 C 0.863 -0.660 -0.540
5 H 0.200 1.642 1.565
6 H 1.639 1.413 0.199
7 H 0.067 2.004 -0.555
8 H 1.210 -1.055 1.492
9 H -0.328 -1.932 0.850
10 H 0.989 -1.596 -1.359
11 F 1.938 0.196 -0.453
12 Cl -1.817 0.029 -0.212

Forces on atoms 1 to 3 (eV/Å):
C -0.6246 1.9540 -0.2857
C 1.5795 4.3476 0.2816
C -3.7239 -1.4340 -1.5804

Results
**SMILES string**: C[C@]1(Cl)C[C@@H]1F
**Molar mass**: 108.5 g/mol
**Relative energy (zero: lowest compared OMol25 entry of this formula, charge and spin)**: 102.4 kcal per mole
**Multiplicity**: 1
**Strongest force on any atom**: 6.852 eV/A
**LUMO level**: 1.001 eV
**Electronic energy**: -715.8879 hartree
**Charge**: 0

Here are the Mulliken charges for atoms 1 to 5, given in e: -0.96, 0.36, -0.62, -0.03, 0.30

No. 2
Entry from OMol25: a molecular structure, C9H16CoN3O5S3 at a distorted geometry (wB97M-V/def2-TZVPD).

Positions of all 37 atoms, in Å:
1 Co 1.839 2.671 0.050
2 O 1.273 1.771 3.863
3 C 1.480 1.820 2.687
4 O 1.081 2.778 1.867
5 C 2.121 0.585 2.002
6 O 2.685 -0.296 2.646
7 O 2.028 0.625 0.704
8 S -0.946 3.659 -2.780
9 C 0.481 3.377 -2.009
10 S 1.490 1.922 -2.102
11 S 1.176 4.632 -1.024
12 C -4.152 1.459 -0.368
13 C -3.185 1.825 0.762
14 N -2.023 2.437 0.413
15 O -3.461 1.591 1.942
16 H -4.682 0.618 -0.057
17 H -3.618 1.331 -1.332
18 H -4.854 2.284 -0.552
19 H -1.823 2.655 -0.573
20 H -1.456 2.937 1.078
21 N 0.684 -1.125 -0.606
22 C 0.203 -1.829 0.639
23 C -0.063 -3.332 0.294
24 N 1.190 -3.969 -0.131
25 C 1.923 -3.149 -1.115
26 C 1.183 -1.990 -1.686
27 H 1.406 -0.350 -0.232
28 H -0.055 -0.518 -1.001
29 H -0.631 -1.339 1.112
30 H 0.990 -1.823 1.366
31 H -0.802 -3.298 -0.479
32 H -0.449 -3.844 1.192
33 H 1.779 -3.983 0.675
34 H 2.275 -3.769 -1.947
35 H 2.796 -2.686 -0.611
36 H 0.312 -2.314 -2.307
37 H 1.805 -1.364 -2.377

Forces on atoms 1 to 3 (eV/Å):
Co -0.3432 -0.5021 0.4839
O -0.0305 0.1589 1.3531
C -0.9706 0.6380 -1.3755

Results
**Molar mass**: 401.4 g/mol
**Relative energy (zero: lowest compared OMol25 entry of this formula, charge and spin)**: 4.9 kcal per mole
**Multiplicity**: 4
**Strongest force on any atom**: 2.516 eV/A
**LUMO level (alpha / beta)**: 2.224 / 2.222 eV
**Electronic energy**: -3470.4947 hartree
**Charge**: -1

Here are the Mulliken charges for atoms 1 to 5, given in e: 0.22, -0.58, 0.52, -0.55, 0.77

No. 3
Entry from OMol25: a single C5H9NO molecule (wB97M-V/def2-TZVPD).

Positions of all 16 atoms, in Å:
1 C -0.718 -0.288 1.681
2 C -0.602 -0.535 0.376
3 C -0.016 -1.796 -0.187
4 N -1.003 0.426 -0.599
5 C 0.129 1.145 -1.193
6 C 1.296 1.265 -0.225
7 O 2.377 0.771 -0.431
8 H -0.436 -1.020 2.425
9 H -1.069 0.680 2.036
10 H 1.089 1.817 0.711
11 H -0.766 -2.357 -0.756
12 H 0.383 -2.436 0.605
13 H 0.808 -1.562 -0.871
14 H -1.667 1.074 -0.194
15 H 0.494 0.651 -2.097
16 H -0.211 2.151 -1.463

Forces on atoms 1 to 3 (eV/Å):
C -0.0293 0.0226 -0.1043
C -0.0056 -0.1370 0.2986
C 0.0808 -0.0844 -0.0165

Results
**SMILES string**: C=C(C)NCC=O
**Molar mass**: 99.1 g/mol
**Relative energy (zero: lowest compared OMol25 entry of this formula, charge and spin)**: 44.6 kcal per mole
**Multiplicity**: 1
**Strongest force on any atom**: 0.455 eV/A
**LUMO level**: 0.926 eV
**Electronic energy**: -325.8665 hartree
**Charge**: 0

Here are the Mulliken charges for atoms 1 to 5, given in e: -0.95, 0.49, -1.02, -0.34, -0.74

No. 4
Entry from OMol25: 14 unconnected molecules or ions with the total composition C28H84O14 at a distorted geometry (wB97M-V/def2-TZVPD).

Positions of all 126 atoms, in Å:
1 C -0.612 -2.425 4.553
2 C -0.758 -2.945 3.141
3 O -1.569 -4.093 3.144
4 H -1.595 -2.243 4.986
5 H 0.006 -1.524 4.572
6 H -0.063 -3.119 5.193
7 H 0.239 -3.173 2.738
8 H -1.180 -2.163 2.495
9 H -1.651 -4.445 2.245
10 C -3.394 0.033 3.847
11 C -3.865 1.215 4.651
12 O -5.251 1.079 4.961
13 H -3.765 0.128 2.824
14 H -3.770 -0.907 4.250
15 H -2.306 -0.005 3.775
16 H -3.739 2.139 4.071
17 H -3.303 1.387 5.576
18 H -5.731 1.888 4.790
19 C 0.998 -5.191 0.556
20 C -0.254 -5.418 -0.250
21 O -1.350 -4.686 0.303
22 H 0.803 -5.491 1.589
23 H 1.283 -4.138 0.583
24 H 1.827 -5.778 0.168
25 H -0.468 -6.497 -0.205
26 H -0.146 -5.195 -1.317
27 H -2.165 -5.030 -0.079
28 C -2.585 -2.569 -2.845
29 C -3.443 -1.321 -2.987
30 O -3.136 -0.605 -4.176
31 H -2.495 -3.004 -3.841
32 H -3.081 -3.317 -2.216
33 H -1.623 -2.382 -2.371
34 H -3.325 -0.640 -2.131
35 H -4.511 -1.544 -2.991
36 H -2.335 -0.092 -3.994
37 C 0.525 -2.213 -4.465
38 C 1.989 -2.407 -4.142
39 O 2.203 -2.631 -2.749
40 H -0.066 -3.088 -4.201
41 H 0.407 -1.972 -5.525
42 H 0.116 -1.383 -3.881
43 H 2.617 -1.575 -4.492
44 H 2.405 -3.280 -4.656
45 H 2.199 -1.767 -2.312
46 C -0.673 1.295 -5.430
47 C -0.130 1.561 -4.036
48 O -0.900 0.858 -3.063
49 H -1.638 1.803 -5.525
50 H -0.768 0.234 -5.641
51 H -0.032 1.781 -6.167
52 H -0.139 2.629 -3.807
53 H 0.923 1.244 -4.018
54 H -0.727 1.278 -2.207
55 C 3.687 -1.974 0.609
56 C 5.100 -1.920 1.160
57 O 5.039 -1.558 2.544
58 H 3.703 -2.147 -0.466
59 H 3.227 -1.011 0.823
60 H 3.140 -2.808 1.046
61 H 5.695 -1.251 0.526
62 H 5.564 -2.914 1.110
63 H 5.937 -1.612 2.886
64 C -0.154 -1.031 -0.260
65 C -0.888 -0.028 0.603
66 O -0.674 1.339 0.198
67 H 0.891 -1.132 0.054
68 H -0.168 -0.754 -1.314
69 H -0.599 -2.026 -0.181
70 H -0.669 -0.113 1.673
71 H -1.971 -0.161 0.520
72 H 0.232 1.591 0.453
73 C -0.559 2.982 3.538
74 C -0.019 4.390 3.600
75 O 1.362 4.445 3.184
76 H -0.935 2.637 2.577
77 H -1.319 2.831 4.308
78 H 0.233 2.296 3.862
79 H -0.085 4.749 4.633
80 H -0.610 5.107 3.019
81 H 1.820 5.151 3.643
82 C 2.890 4.701 -1.646
83 C 1.688 3.951 -2.195
84 O 1.593 2.627 -1.676
85 H 2.911 5.717 -2.044
86 H 3.823 4.196 -1.901
87 H 2.823 4.747 -0.559
88 H 1.728 3.872 -3.278
89 H 0.786 4.495 -1.897
90 H 1.569 2.631 -0.704
91 C -5.143 -3.224 2.252
92 C -4.485 -2.701 0.978
93 O -5.241 -3.097 -0.187
94 H -4.556 -2.897 3.110
95 H -5.190 -4.308 2.212
96 H -6.130 -2.759 2.284
97 H -3.473 -3.102 0.885
98 H -4.419 -1.607 0.955
99 H -5.983 -2.484 -0.196
100 C 5.132 -0.441 -2.756
101 C 4.005 0.568 -2.823
102 O 2.902 0.069 -2.036
103 H 5.324 -0.698 -1.713
104 H 6.098 -0.050 -3.089
105 H 4.882 -1.319 -3.346
106 H 3.637 0.641 -3.857
107 H 4.286 1.573 -2.499
108 H 2.423 0.840 -1.701
109 C -1.790 5.310 -0.399
110 C -2.666 4.459 0.519
111 O -2.795 3.124 0.042
112 H -0.766 5.312 -0.017
113 H -2.149 6.336 -0.464
114 H -1.822 4.864 -1.391
115 H -3.678 4.862 0.577
116 H -2.304 4.368 1.550
117 H -1.963 2.627 0.152
118 C 4.111 2.551 1.234
119 C 2.818 1.882 1.651
120 O 1.675 2.611 1.177
121 H 4.286 2.549 0.156
122 H 5.001 2.096 1.674
123 H 4.092 3.594 1.561
124 H 2.814 1.863 2.745
125 H 2.710 0.866 1.282
126 H 1.567 3.407 1.737

Forces on atoms 1 to 3 (eV/Å):
C 0.3192 -0.0740 0.1607
C 0.4384 0.1472 -0.2245
O -0.3479 -0.2958 0.2094

Results
**Molar mass**: 645.0 g/mol
**Relative energy (zero: lowest compared OMol25 entry of this formula, charge and spin)**: 14.2 kcal per mole
**Multiplicity**: 1
**Strongest force on any atom**: 1.113 eV/A
**LUMO level**: 0.088 eV
**Electronic energy**: -2170.4576 hartree
**Charge**: 0

Here are the Mulliken charges for atoms 1 to 5, given in e: -1.47, 1.17, -0.63, 0.30, 0.30